Entry 1:
Formula: C2H5B
Source: OMol25
Level of theory: wB97M-V/def2-TZVPD

Values from the calculation:
* molecular weight: 39.874 g mol⁻¹
* E_HOMO: -10.705 eV
* E_LUMO: -0.241 eV
* energy above the lowest of the compared OMol25 structures with the same formula, charge and spin: 40.7 kcal/mol
* E: -2828.00913 eV

XYZ file:
```
8
Properties=species:S:1:pos:R:3:forces:R:3:mulliken_charge:R:1
B -1.239 0.032 0.030 -1.516 2.418 -1.928 0.13
C 0.229 0.681 0.014 -2.617 -1.132 0.053 -0.35
C 1.268 -0.146 0.016 0.793 1.087 -1.058 -0.44
H -1.126 -1.066 -0.023 -0.333 -2.724 0.479 -0.10
H 0.242 1.660 -0.306 0.859 2.393 -0.012 0.33
H -2.676 0.447 -0.425 3.599 -0.395 1.410 -0.05
H 2.318 0.093 -0.246 -0.788 0.169 0.397 0.23
H 1.020 -1.158 0.016 0.003 -1.815 0.659 0.25
```
Forces are in eV/Å.

=====

Entry 2:
Formula: C5H7NO2
Source: OMol25
Level of theory: wB97M-V/def2-TZVPD

Values from the calculation:
* molecular weight: 113.116 g mol⁻¹
* E_HOMO: -8.336 eV
* E_LUMO: 0.294 eV
* energy above the lowest of the compared OMol25 structures with the same formula, charge and spin: 155.6 kcal/mol
* E: -10876.87151 eV

XYZ file:
```
15
Properties=species:S:1:pos:R:3:forces:R:3:mulliken_charge:R:1
O -1.851 -1.547 0.050 2.481 2.126 0.906 -0.59
C -1.021 -0.669 0.311 -0.402 -0.566 -0.128 0.23
C -1.265 0.967 0.309 -0.349 -2.880 -1.066 -0.34
N -0.051 1.437 -0.382 -0.820 5.517 -1.353 -0.49
C 0.515 0.261 -0.801 1.829 -1.218 -2.133 -0.55
C 1.539 -0.973 -0.568 4.704 -1.354 -1.996 -0.50
C 0.609 -0.551 0.376 -5.317 -2.161 4.139 0.67
O 0.981 0.153 1.542 -1.503 -2.756 3.641 -0.57
H -1.408 1.184 1.361 -0.156 0.942 -0.162 0.30
H -2.095 1.071 -0.399 -0.370 0.364 0.875 0.33
H -0.364 2.085 -1.227 1.144 -1.758 2.452 0.32
H -0.126 -0.202 -1.481 -1.055 -1.015 -1.515 0.30
H 1.276 -1.899 -1.263 0.640 2.440 1.346 0.23
H 2.702 -0.890 -0.273 -2.899 -0.162 -0.706 0.27
H 0.559 -0.428 2.446 2.073 2.481 -4.299 0.39
```
Forces are in eV/Å.

=====

Entry 3:
Formula: C44H97N11O7
Source: OMol25
Level of theory: wB97M-V/def2-TZVPD

Values from the calculation:
* molecular weight: 892.330 g mol⁻¹
* E_HOMO: -7.950 eV
* E_LUMO: 0.611 eV
* E: -77917.94881 eV

XYZ file:
```
159
Properties=species:S:1:pos:R:3:forces:R:3:mulliken_charge:R:1
C 7.274 0.482 1.337 0.448 -1.162 0.148 -0.77
O 6.070 1.034 0.917 -0.573 1.170 0.675 -0.11
C 5.386 0.307 -0.053 0.403 -0.095 -0.408 -0.05
C 4.610 1.217 -1.000 1.328 0.117 -1.049 1.17
C 4.048 0.278 -2.002 -1.214 -1.467 -0.260 -1.19
N 5.387 2.176 -1.788 1.426 1.266 0.875 -0.70
H 8.003 0.433 0.521 -0.138 -0.242 -0.347 0.33
H 7.093 -0.592 1.704 0.672 1.591 -0.054 0.23
H 7.743 1.208 2.015 -0.397 -0.646 0.452 0.25
H 6.150 -0.340 -0.538 -0.724 0.306 -0.436 0.63
H 4.629 -0.365 0.343 0.089 -0.329 0.631 -0.49
H 3.819 1.781 -0.478 0.304 -0.305 -0.011 -0.37
H 3.282 0.705 -2.638 -0.259 0.148 0.060 0.40
H 3.658 -0.573 -1.425 -0.324 0.017 -0.574 -0.30
H 4.797 -0.147 -2.678 0.232 0.210 0.232 0.46
H 5.787 2.897 -1.139 -0.235 -0.961 -1.008 0.31
H 6.177 1.733 -2.321 -1.083 0.438 0.946 0.30
C -2.134 2.928 6.234 0.163 0.685 0.184 -0.63
O -0.845 2.843 5.632 -0.777 0.554 0.789 -0.45
C -0.796 1.873 4.673 -0.243 -1.107 -1.500 0.31
C -0.685 0.461 5.195 1.354 -1.167 -0.320 0.15
C 0.366 0.364 6.298 0.468 -0.498 -0.595 -1.49
N -0.361 -0.426 4.040 1.318 0.136 0.005 -0.30
H -2.455 1.967 6.693 0.214 0.556 -0.171 0.29
H -2.893 3.242 5.470 0.500 -0.166 0.662 0.24
H -1.968 3.707 7.009 -0.704 -0.562 -0.395 0.26
H -1.638 1.861 3.962 -0.204 0.477 0.167 0.08
H 0.073 2.078 4.074 0.521 0.011 -0.298 -0.39
H -1.631 0.116 5.570 -0.538 -0.135 0.361 0.62
H 1.305 0.905 6.117 -0.243 -0.049 -0.506 0.19
H 0.659 -0.682 6.549 -0.577 0.685 0.047 0.42
H -0.091 0.894 7.087 -0.209 0.223 1.662 0.44
H 0.471 0.039 3.615 -0.673 -0.641 0.041 -0.20
H 0.040 -1.309 4.420 -0.429 0.809 -0.257 0.33
C -3.263 4.130 -3.166 0.389 -1.191 0.440 -1.03
O -3.797 2.916 -2.694 -0.001 -0.257 0.152 0.25
C -5.133 2.755 -3.099 1.280 0.374 -0.841 -1.10
C -5.569 1.342 -3.011 -0.769 -1.525 0.797 0.36
C -5.500 0.854 -1.574 -1.188 -2.465 -0.880 -1.38
N -4.871 0.334 -3.831 0.349 2.726 -0.878 -0.14
H -3.489 4.293 -4.195 -0.004 -0.161 -1.219 0.42
H -2.203 3.999 -3.020 0.406 0.627 0.071 0.16
H -3.697 4.964 -2.673 -0.116 0.980 0.969 0.31
H -5.793 3.352 -2.490 -0.432 0.403 0.330 0.48
H -5.146 3.144 -4.119 -0.632 -0.125 -0.362 0.49
H -6.652 1.401 -3.212 0.078 -0.244 -0.411 0.20
H -6.224 1.342 -0.977 -0.782 0.474 0.718 0.56
H -4.574 0.964 -1.123 2.020 0.516 0.690 -0.02
H -5.695 -0.277 -1.542 -0.047 1.508 -0.019 0.36
H -5.018 -0.565 -3.471 -0.580 -1.447 0.367 -0.16
H -5.157 0.414 -4.802 0.026 -0.312 0.120 0.27
C 0.980 -2.128 1.259 1.046 -0.248 0.708 0.18
O 1.216 -3.022 0.223 -0.463 -0.824 -1.049 -0.56
C 1.024 -2.447 -1.098 -0.209 0.685 2.195 0.22
C 1.359 -3.485 -2.080 -0.656 -0.215 -0.144 0.93
C 1.739 -2.898 -3.457 -0.593 0.783 -0.696 -1.40
N 0.155 -4.352 -2.035 0.443 2.330 -1.196 -0.50
H 0.024 -1.663 1.144 -0.950 0.110 0.479 -0.51
H 1.695 -1.312 1.217 0.335 0.502 -0.006 0.05
H 1.192 -2.665 2.224 -0.755 0.477 -0.824 0.30
H 0.006 -2.060 -1.229 -0.149 -0.264 0.073 -0.24
H 1.637 -1.591 -1.093 1.146 1.209 -0.540 0.00
H 2.217 -3.981 -1.671 0.650 -0.599 0.121 0.16
H 2.806 -2.588 -3.651 -0.957 -0.248 0.922 0.28
H 1.086 -2.024 -3.746 0.586 -0.753 0.463 0.10
H 1.557 -3.636 -4.222 -0.173 -0.458 -0.316 0.47
H 0.276 -5.194 -2.480 0.347 -2.376 -1.136 0.25
H -0.243 -4.483 -1.137 0.103 0.022 0.964 0.09
C 1.042 5.513 2.987 1.488 0.032 -1.234 -0.51
O 2.152 4.917 3.678 -0.034 0.252 0.157 -0.46
C 2.369 3.540 3.429 0.472 0.162 -2.116 0.88
C 3.836 3.098 3.592 0.613 2.305 -0.514 0.00
C 4.783 3.891 2.643 0.578 1.092 0.015 -1.19
N 3.896 1.696 3.362 0.918 -1.782 -1.071 -0.14
H 0.731 6.456 3.457 0.504 -0.314 0.030 0.28
H 0.211 4.842 3.031 -0.760 -0.463 -0.240 0.16
H 1.359 5.718 1.892 -0.691 -0.325 1.552 0.23
H 1.774 2.887 4.037 -0.438 -0.110 0.634 -0.25
H 2.124 3.265 2.354 -0.014 0.437 0.859 -0.39
H 4.147 3.396 4.584 0.044 -0.347 0.600 0.37
H 4.381 3.891 1.619 0.179 -0.205 0.126 0.23
H 5.883 3.586 2.598 -1.592 -0.159 0.272 0.26
H 4.820 4.972 2.940 -0.243 -0.850 -0.152 0.37
H 4.392 1.214 4.108 -0.141 0.096 -0.212 0.25
H 4.436 1.492 2.479 -0.719 0.277 1.276 -0.14
C 4.844 -1.496 2.883 0.530 1.152 -1.742 -0.57
O 5.338 -2.444 1.922 -1.287 -0.163 -0.046 -0.49
C 4.215 -3.198 1.355 0.767 1.487 -0.807 0.27
C 4.601 -3.971 0.081 0.711 0.586 -0.120 0.44
C 5.916 -4.773 0.186 -0.947 -0.874 -1.174 -1.79
N 4.862 -3.013 -1.001 0.423 0.345 -1.860 -0.27
H 4.291 -1.979 3.659 -0.021 -0.368 0.967 0.53
H 4.138 -0.770 2.413 0.197 -0.574 0.031 0.00
H 5.687 -0.832 3.198 -0.570 -1.047 0.215 0.26
H 3.831 -3.874 2.061 -0.279 -1.221 1.362 0.88
H 3.358 -2.516 1.168 0.835 -0.206 -0.323 -0.44
H 3.721 -4.574 -0.203 0.389 -0.141 0.438 0.04
H 6.041 -5.438 1.033 0.002 0.307 0.393 0.37
H 6.715 -4.058 0.053 0.442 0.063 0.545 0.42
H 5.961 -5.438 -0.711 -0.043 0.418 0.535 0.42
H 4.103 -2.972 -1.688 0.138 0.053 0.547 -0.13
H 5.702 -3.225 -1.601 -1.114 0.028 1.221 0.26
C -6.837 -3.263 -3.922 -0.941 -1.080 -0.615 -0.96
O -5.558 -2.836 -3.537 -0.374 -0.487 -0.144 -0.07
C -4.629 -3.878 -3.771 1.531 1.519 2.469 -1.39
C -3.230 -3.230 -3.850 -0.352 -1.213 -0.076 -0.06
C -2.868 -2.543 -2.540 0.526 -1.182 0.240 0.38
N -3.190 -2.352 -5.006 0.920 0.143 0.310 -0.36
H -6.901 -3.377 -5.023 0.170 -0.126 0.320 0.38
H -7.535 -2.499 -3.678 -0.538 0.741 0.406 0.26
H -7.251 -4.236 -3.472 1.076 1.152 -0.245 0.29
H -4.690 -4.551 -2.930 0.120 -0.547 0.455 0.41
H -4.869 -4.416 -4.614 -0.541 -1.132 -2.344 0.72
H -2.448 -3.983 -4.033 -0.508 -0.257 0.076 0.42
H -2.825 -1.486 -2.706 -0.249 0.771 0.444 0.07
H -1.868 -2.905 -2.279 0.022 0.399 -0.005 -0.51
H -3.500 -2.891 -1.701 -0.016 0.692 -0.488 0.09
H -3.752 -1.545 -4.762 -0.393 -0.036 -0.841 0.12
H -3.489 -2.914 -5.803 -0.250 0.921 0.036 0.23
C 0.620 1.495 -5.708 -1.412 -1.483 1.196 -1.12
C -0.543 2.079 -5.104 0.645 1.646 -0.753 -0.06
C -1.521 1.170 -4.883 0.606 -1.634 -0.364 -0.82
N -0.956 -0.050 -5.235 -0.538 -1.099 -0.463 0.14
C 0.336 0.153 -5.743 -1.630 -0.487 0.326 -0.48
H 1.580 1.886 -5.912 0.494 0.682 -0.293 0.48
H -0.670 3.129 -5.026 -0.117 0.743 0.349 0.52
H -2.560 1.213 -4.563 0.363 0.164 0.084 0.48
H -1.540 -0.944 -5.252 1.235 1.346 -0.011 0.35
H 0.877 -0.694 -6.124 0.207 -0.039 0.049 0.51
C -3.683 -3.809 1.587 0.667 0.260 -2.154 -0.38
C -3.868 -4.102 2.950 0.100 -0.328 -0.252 -0.80
C -3.002 -3.335 3.675 0.478 0.465 -1.583 -0.48
N -2.252 -2.578 2.787 -0.604 0.230 0.360 0.28
C -2.703 -2.812 1.503 0.167 -1.012 1.206 -0.33
H -4.076 -4.364 0.683 0.255 0.913 1.418 0.31
H -4.480 -4.897 3.310 -0.392 -0.113 0.358 0.40
H -2.876 -3.281 4.712 0.300 0.152 1.208 0.48
H -1.561 -1.854 3.051 -0.727 -0.408 -0.174 0.30
H -2.123 -2.372 0.714 -0.316 0.014 -0.479 0.40
C -5.005 3.074 2.449 -1.683 -1.489 0.614 -1.00
C -4.644 4.378 2.191 0.896 1.776 -0.767 -0.64
C -3.444 4.338 1.463 -0.826 -0.471 0.943 -0.72
N -3.150 2.991 1.366 -0.661 1.418 -0.178 0.86
C -4.123 2.202 1.908 1.485 -0.058 -0.689 -0.50
H -5.885 2.727 2.928 -0.732 0.062 0.411 0.52
H -5.251 5.247 2.462 0.534 -0.306 -0.168 0.47
H -2.814 5.150 1.063 -0.353 -0.853 0.306 0.48
H -2.322 2.642 1.001 1.636 -0.698 -1.024 0.01
H -4.059 1.121 1.735 -0.237 0.596 0.543 0.56
C 0.681 1.882 -0.102 -0.203 0.523 -0.117 -0.69
C -0.367 1.171 0.501 -0.355 -0.657 1.098 0.38
C -1.262 0.852 -0.484 -1.249 -0.544 -0.055 -1.53
N -0.821 1.403 -1.648 -0.931 -0.712 0.325 1.66
C 0.325 2.045 -1.410 1.902 -0.124 -1.383 -1.53
H 1.575 2.257 0.327 0.475 0.202 0.411 0.48
H -0.475 0.878 1.547 0.095 0.118 -0.341 0.93
H -2.208 0.294 -0.452 0.571 0.352 0.033 0.15
H -1.190 1.192 -2.558 -0.133 0.252 -0.250 -0.45
H 0.948 2.291 -2.265 -0.195 0.499 0.285 0.39
```
Forces are in eV/Å.

=====

Entry 4:
Formula: C24H67BIN12O7P4
Source: OMol25
Level of theory: wB97M-V/def2-TZVPD

Values from the calculation:
* molecular weight: 897.489 g mol⁻¹
* E_HOMO: -9.683 eV
* E_LUMO: -3.857 eV
* energy above the lowest of the compared OMol25 structures with the same formula, charge and spin: 80.3 kcal/mol
* charge: +1
* E: -104107.30445 eV

XYZ file:
```
116
Properties=species:S:1:pos:R:3:forces:R:3:mulliken_charge:R:1
C -2.311 -2.696 1.675 -0.798 -1.037 0.009 -0.74
C -1.836 -4.180 2.168 -0.229 0.673 -1.277 -0.53
C -0.229 -4.287 2.207 -0.481 -1.593 0.341 0.68
C 0.170 -5.645 1.382 0.646 0.183 1.341 -1.27
C 0.397 -4.463 3.661 0.190 1.318 -0.420 -0.52
N 0.226 -5.475 4.664 2.063 5.406 -3.199 0.26
N 1.034 -5.156 5.721 2.179 3.147 -0.514 -0.66
C 1.748 -3.966 5.445 -1.874 -2.457 -2.116 0.37
P 3.025 -3.199 6.644 0.282 1.337 0.909 0.04
O 3.706 -1.792 5.911 -0.883 -3.251 -0.924 -0.42
I 4.953 -4.777 6.766 -0.782 0.418 -0.547 0.02
N 1.355 -3.460 4.106 -2.685 -6.779 3.260 0.45
O 1.763 -2.363 3.452 -0.950 1.432 0.363 -0.46
B 0.980 -1.189 3.842 -1.269 2.280 1.064 0.73
O 1.152 0.111 3.239 0.550 -3.975 -0.083 -0.35
O 0.019 -1.286 4.902 1.228 0.418 -2.783 -0.48
H -2.899 -2.213 2.522 0.982 -0.233 -1.187 0.28
H -3.031 -2.829 0.781 1.227 0.405 1.497 0.13
H -1.446 -2.064 1.277 -1.220 -0.798 0.757 0.14
H -2.357 -4.517 3.126 0.858 0.567 -1.189 0.34
H -2.187 -4.888 1.325 0.658 0.980 1.533 0.37
H 0.215 -3.348 1.733 -0.385 -1.460 0.820 0.33
H 1.124 -6.037 1.905 -1.331 0.326 -1.366 0.34
H -0.667 -6.423 1.540 1.384 1.255 -0.426 0.37
H 0.363 -5.429 0.281 -0.364 -0.323 1.548 0.31
H -0.392 -6.303 4.567 0.781 0.807 0.495 0.27
H 4.132 -2.144 5.086 -0.096 0.956 0.720 0.34
H 1.698 0.010 2.422 -0.464 0.430 0.731 0.26
H -0.644 -0.572 4.727 0.767 -0.684 0.549 0.29
O -3.001 -1.349 -1.158 1.108 1.332 4.206 -0.81
P -3.468 0.120 -1.168 -2.447 -1.473 -8.442 0.97
N -5.079 -0.328 -1.613 -1.160 -0.493 0.566 0.07
C -5.996 0.352 -2.509 -0.169 0.506 -0.067 -0.78
C -5.821 -1.057 -0.581 0.349 -0.306 0.108 -0.88
N -2.573 0.492 -2.601 0.886 0.062 -0.118 0.37
C -3.143 0.993 -3.840 -0.072 0.755 0.088 -1.31
C -1.442 -0.375 -2.932 -0.022 -0.169 0.357 -1.30
N -3.948 1.828 -1.095 2.014 -0.299 3.121 -0.08
C -2.781 2.739 -0.944 0.512 0.481 -0.444 -1.37
C -4.804 2.141 0.073 -0.809 -0.039 0.081 -1.06
H -6.382 1.297 -2.110 -0.059 0.132 -0.048 0.29
H -6.869 -0.277 -2.720 0.196 -0.125 0.327 0.39
H -5.577 0.541 -3.491 0.273 0.129 0.124 0.17
H -6.131 -0.400 0.240 -0.243 -0.041 0.097 0.28
H -5.214 -1.856 -0.149 0.120 0.103 -0.063 0.09
H -6.716 -1.539 -0.982 0.113 0.168 -0.140 0.40
H -3.638 0.197 -4.407 -0.049 -0.006 -0.024 0.33
H -2.361 1.414 -4.483 0.089 -0.169 0.126 0.37
H -3.837 1.818 -3.677 -0.112 -0.196 0.137 0.40
H -1.779 -1.316 -3.384 0.112 -0.078 0.038 0.32
H -0.849 -0.602 -2.044 -0.164 -0.124 -0.110 0.35
H -0.756 0.110 -3.635 -0.263 0.219 -0.021 0.45
H -2.202 2.492 -0.049 -0.096 0.331 0.046 0.38
H -3.108 3.780 -0.874 -0.200 -0.230 0.248 0.53
H -2.105 2.707 -1.799 -0.229 -0.336 0.013 0.36
H -4.356 1.784 1.005 -0.056 0.259 0.055 0.34
H -5.800 1.706 -0.015 0.131 -0.234 -0.153 0.31
H -4.973 3.218 0.160 0.297 -0.120 -0.108 0.39
O -1.741 4.517 1.711 -0.269 -4.409 1.385 -0.74
P -0.619 4.435 2.761 1.353 8.681 -2.081 0.85
N -1.287 5.737 3.682 -0.920 0.183 0.941 0.08
C -0.594 6.793 4.398 0.415 0.029 0.327 -0.78
C -2.568 5.438 4.329 -0.274 -0.223 -0.408 -1.02
N 0.571 5.075 1.679 0.417 -0.398 -0.688 0.28
C 1.353 6.277 1.910 0.591 -0.197 0.434 -1.26
C 0.306 4.969 0.243 -0.324 -0.255 0.049 -0.86
N 0.674 4.222 3.958 -0.875 -3.557 -0.484 -0.10
C 1.729 3.289 3.481 0.721 -0.003 -0.334 -1.08
C 0.198 3.623 5.226 -0.249 0.375 0.594 -1.04
H -0.067 6.446 5.294 0.119 0.038 0.103 0.29
H -1.300 7.563 4.730 -0.186 -0.351 -0.094 0.39
H 0.107 7.342 3.780 0.130 -0.270 -0.101 0.17
H -2.444 4.770 5.189 -0.138 0.059 0.225 0.26
H -3.257 4.952 3.635 0.166 -0.031 -0.071 0.21
H -3.074 6.342 4.676 0.246 0.016 -0.067 0.42
H 0.764 7.182 1.731 -0.001 0.039 0.029 0.32
H 2.218 6.310 1.237 -0.174 -0.107 -0.107 0.42
H 1.784 6.308 2.911 -0.258 -0.006 0.053 0.39
H -0.408 5.732 -0.090 -0.040 -0.076 -0.089 0.28
H -0.088 3.983 -0.013 -0.106 0.200 0.049 0.14
H 1.224 5.088 -0.341 0.102 0.103 0.299 0.34
H 1.307 2.312 3.229 0.181 0.129 0.211 0.38
H 2.501 3.151 4.245 -0.314 0.036 0.182 0.40
H 2.258 3.660 2.604 -0.350 0.188 0.055 0.33
H -0.374 2.707 5.046 0.125 -0.079 0.176 0.32
H -0.427 4.308 5.798 -0.103 0.095 -0.270 0.30
H 1.035 3.385 5.888 0.035 -0.004 -0.301 0.37
O 3.367 -2.804 -2.526 3.004 -3.384 -0.169 -0.82
P 3.771 -2.812 -4.012 -5.826 6.627 -0.673 0.82
N 4.238 -1.148 -3.960 1.029 0.840 0.349 0.06
C 4.070 -0.126 -4.977 0.090 0.019 -0.520 -0.73
C 5.423 -0.867 -3.146 -0.110 -0.273 0.427 -1.00
N 2.131 -2.917 -4.556 -0.628 -0.689 0.009 0.24
C 1.472 -1.956 -5.422 0.187 -0.197 -0.720 -1.12
C 1.138 -3.441 -3.615 0.307 -0.145 0.248 -0.93
N 4.274 -2.914 -5.712 1.504 -3.193 1.234 -0.11
C 3.856 -4.190 -6.352 -0.552 -0.289 -0.486 -1.05
C 5.745 -2.887 -5.889 0.492 0.615 -0.048 -1.06
H 4.713 -0.265 -5.854 0.007 0.047 -0.153 0.25
H 4.306 0.866 -4.573 0.157 -0.290 0.226 0.41
H 3.045 -0.022 -5.318 -0.033 -0.320 -0.054 0.14
H 6.344 -1.206 -3.635 0.203 0.168 0.025 0.28
H 5.364 -1.368 -2.177 -0.107 -0.113 -0.117 0.25
H 5.531 0.200 -2.931 -0.161 -0.056 -0.192 0.38
H 1.190 -1.048 -4.875 0.004 0.065 -0.009 0.15
H 0.554 -2.381 -5.846 0.026 -0.088 0.216 0.45
H 2.076 -1.692 -6.291 0.162 0.080 0.207 0.44
H 0.848 -2.682 -2.879 -0.045 -0.064 0.094 0.22
H 1.521 -4.317 -3.088 0.026 0.230 0.051 0.29
H 0.232 -3.773 -4.132 0.148 0.187 -0.255 0.35
H 4.258 -5.053 -5.812 0.067 -0.037 -0.215 0.36
H 4.200 -4.234 -7.390 0.240 0.172 0.201 0.40
H 2.773 -4.302 -6.403 0.125 0.223 0.284 0.32
H 6.237 -3.631 -5.255 0.105 -0.029 -0.217 0.38
H 6.171 -1.911 -5.662 -0.213 0.019 0.205 0.27
H 6.020 -3.081 -6.930 -0.262 -0.115 0.127 0.39
```
Forces are in eV/Å.